[1]
ORCA calculation (ωB97M-V/def2-TZVPD) on 6 unconnected molecules or ions with the total composition C8H30N2O6.

Results
Frontier orbital gap (alpha / beta) in eV: 9.02 / 3.27
Highest occupied orbital energy (alpha / beta) in eV: -12.04 / -12.03
Net charge: +1
Spin multiplicity: 2
⟨S²⟩: 0.754

Each line ends with the Mulliken spin population.
Geometry (Å):
1 O -1.136 -1.929 -3.814  0.00
2 H -0.954 -1.136 -3.309  0.00
3 H -0.304 -2.401 -3.826  0.00
4 O -0.178 0.091 -2.105  0.00
5 H 0.041 -0.308 -1.263  0.00
6 H -0.321 1.016 -1.901  0.00
7 O 0.847 2.870 -1.538  0.00
8 H 1.257 3.658 -1.181  0.00
9 H 0.452 3.156 -2.361  0.00
10 O 0.684 0.226 -5.138  0.00
11 H 0.754 0.564 -4.246  0.00
12 H 1.201 0.834 -5.667  0.00
13 C -1.990 1.599 0.157  0.00
14 C -3.150 0.897 0.993  0.00
15 C -2.805 -0.614 1.274  0.00
16 O -1.540 -0.740 1.931  0.00
17 C -1.212 -2.074 2.370  0.00
18 N -3.261 1.490 2.323  0.00
19 H -2.258 2.602 -0.174  0.00
20 H -1.946 1.011 -0.760  0.00
21 H -1.093 1.541 0.773  0.00
22 H -4.053 1.111 0.420  0.00
23 H -2.947 -1.234 0.389  0.00
24 H -3.524 -1.108 1.928  0.00
25 H -1.433 -2.269 3.419  0.00
26 H -0.132 -2.173 2.473  0.00
27 H -1.442 -2.956 1.772  0.00
28 H -4.108 1.080 2.690  0.00
29 H -2.480 1.026 2.764  0.00
30 C 3.086 1.661 0.879  0.03
31 C 1.925 0.669 0.875  0.06
32 C 2.301 -0.609 0.072  0.05
33 O 1.261 -1.522 0.083  0.01
34 C 1.654 -2.846 -0.135  0.00
35 N 1.786 0.301 2.259  0.82
36 H 2.849 2.557 1.453  0.00
37 H 3.315 2.087 -0.097  0.00
38 H 3.931 1.056 1.208  -0.01
39 H 0.988 1.134 0.570  0.05
40 H 3.215 -0.961 0.549  0.00
41 H 2.761 -0.593 -0.916  0.01
42 H 2.335 -3.125 0.669  0.00
43 H 2.154 -3.081 -1.075  0.00
44 H 0.731 -3.417 -0.032  0.00
45 H 1.816 1.078 2.905  -0.01
46 H 0.924 -0.218 2.339  -0.01


[2]
ORCA calculation (ωB97M-V/def2-TZVPD) on 7 unconnected molecules or ions with the total composition C28H43F18O13PS.

Results
Frontier orbital gap in eV: 8.96
Highest occupied orbital energy in eV: -8.65
Net charge: 0
Spin multiplicity: 1

Each line ends with the Löwdin charge.
Geometry (Å):
1 C -3.090 -2.640 1.109  -0.10
2 C -4.270 -3.607 1.192  -0.24
3 C -4.421 -4.459 -0.062  -0.24
4 O -3.545 -5.570 -0.158  -0.24
5 C -3.661 -6.535 0.861  -0.44
6 P -2.545 -7.997 0.352  0.54
7 S -1.293 -9.745 -0.321  0.25
8 H -3.196 -2.050 0.195  0.06
9 H -3.096 -1.930 1.937  0.07
10 H -2.131 -3.158 1.063  0.07
11 H -4.235 -4.211 2.100  0.09
12 H -5.184 -3.007 1.262  0.11
13 H -5.465 -4.774 -0.194  0.12
14 H -4.174 -3.830 -0.922  0.12
15 H -4.702 -6.853 1.009  0.09
16 H -3.296 -6.158 1.827  0.07
17 H -3.631 -8.737 -0.143  -0.02
18 H -1.857 -7.145 -0.527  0.00
19 H -2.085 -8.145 1.669  -0.02
20 H -0.107 -9.141 -0.426  -0.27
21 C 4.762 -12.836 -1.246  -0.06
22 C 3.420 -12.262 -1.638  -0.18
23 O 3.248 -10.925 -1.116  0.04
24 C 3.828 -9.952 -1.796  -0.41
25 O 4.475 -10.041 -2.797  0.17
26 C 3.504 -8.601 -1.122  -0.55
27 F 3.675 -8.661 0.202  0.17
28 F 2.225 -8.279 -1.361  0.15
29 F 4.278 -7.636 -1.601  0.18
30 H 4.886 -12.809 -0.163  0.08
31 H 4.841 -13.868 -1.582  0.08
32 H 5.575 -12.265 -1.693  0.08
33 H 2.606 -12.836 -1.203  0.11
34 H 3.286 -12.248 -2.719  0.13
35 C -0.795 1.082 -2.190  -0.06
36 C -0.435 1.686 -0.852  -0.19
37 O -1.438 2.631 -0.412  0.03
38 C -2.521 2.110 0.142  -0.40
39 O -2.760 0.954 0.327  0.17
40 C -3.469 3.246 0.581  -0.55
41 F -3.602 4.164 -0.381  0.16
42 F -2.972 3.853 1.670  0.16
43 F -4.669 2.771 0.880  0.18
44 H -0.955 1.866 -2.931  0.08
45 H 0.012 0.436 -2.533  0.08
46 H -1.705 0.488 -2.122  0.08
47 H 0.482 2.267 -0.919  0.13
48 H -0.300 0.922 -0.087  0.13
49 C -2.963 7.099 0.422  -0.06
50 C -1.546 7.314 0.901  -0.18
51 O -0.802 8.161 -0.006  0.04
52 C -1.006 9.459 0.110  -0.40
53 O -1.726 10.023 0.882  0.17
54 C -0.129 10.214 -0.911  -0.54
55 F -0.201 9.659 -2.122  0.18
56 F 1.154 10.198 -0.522  0.16
57 F -0.523 11.479 -1.002  0.17
58 H -2.966 6.699 -0.591  0.08
59 H -3.471 6.397 1.079  0.07
60 H -3.524 8.033 0.417  0.08
61 H -0.996 6.375 0.919  0.13
62 H -1.517 7.743 1.902  0.13
63 C -3.315 12.887 -1.149  -0.05
64 C -4.402 11.873 -1.420  -0.19
65 O -5.503 12.450 -2.157  0.03
66 C -5.329 12.563 -3.464  -0.40
67 O -4.374 12.231 -4.102  0.17
68 C -6.599 13.166 -4.102  -0.55
69 F -7.035 14.222 -3.411  0.17
70 F -7.573 12.248 -4.123  0.17
71 F -6.356 13.549 -5.349  0.18
72 H -3.729 13.754 -0.632  0.09
73 H -2.551 12.442 -0.521  0.06
74 H -2.857 13.232 -2.075  0.08
75 H -4.843 11.521 -0.490  0.13
76 H -4.021 11.008 -1.963  0.12
77 C 4.593 -15.307 4.539  -0.06
78 C 3.416 -14.442 4.149  -0.19
79 O 3.165 -14.503 2.727  0.03
80 C 2.496 -15.561 2.299  -0.40
81 O 2.070 -16.468 2.950  0.17
82 C 2.286 -15.448 0.774  -0.54
83 F 3.419 -15.089 0.156  0.15
84 F 1.360 -14.517 0.510  0.17
85 F 1.878 -16.601 0.266  0.18
86 H 5.478 -15.027 3.966  0.08
87 H 4.808 -15.183 5.599  0.08
88 H 4.387 -16.360 4.351  0.08
89 H 3.618 -13.393 4.349  0.13
90 H 2.511 -14.725 4.685  0.13
91 C 4.592 9.652 -0.707  -0.06
92 C 4.440 10.979 0.002  -0.19
93 O 5.273 11.045 1.180  0.03
94 C 6.550 11.327 0.975  -0.40
95 O 7.088 11.542 -0.070  0.17
96 C 7.287 11.389 2.331  -0.55
97 F 6.966 10.350 3.106  0.17
98 F 6.950 12.513 2.977  0.17
99 F 8.600 11.387 2.146  0.18
100 H 4.383 8.830 -0.022  0.09
101 H 3.896 9.598 -1.543  0.08
102 H 5.603 9.525 -1.090  0.08
103 H 3.424 11.107 0.368  0.11
104 H 4.672 11.817 -0.654  0.13


[3]
ORCA calculation (ωB97M-V/def2-TZVPD) on a molecular structure, C11H11N2S2SiTl.

Results
Frontier orbital gap in eV: 4.84
Highest occupied orbital energy in eV: -0.06
Net charge: -2
Spin multiplicity: 1

Each line ends with the Löwdin charge.
Geometry (Å):
1 Tl 1.026 -0.238 -3.455  0.04
2 S -1.412 -1.233 -2.419  0.33
3 C -1.779 -0.082 -1.166  -0.75
4 C -2.548 -0.510 -0.073  -0.10
5 C -2.951 0.332 0.955  -0.23
6 C -3.753 -0.185 2.028  -0.21
7 N -4.406 -0.611 2.877  0.11
8 C -2.570 1.683 0.910  -0.23
9 C -1.797 2.124 -0.154  -0.10
10 C -1.377 1.292 -1.203  -0.76
11 S -0.432 1.991 -2.483  0.33
12 C -2.971 2.608 1.933  -0.21
13 N -3.300 3.361 2.741  0.11
14 H -2.843 -1.551 -0.040  0.10
15 H -1.493 3.163 -0.182  0.10
16 C 4.075 -0.695 -0.635  -0.30
17 Si 2.154 -0.704 -0.852  0.32
18 C 1.641 0.396 0.627  -0.27
19 C 1.744 -2.460 -0.206  -0.29
20 H 4.342 -0.981 0.392  0.00
21 H 4.498 0.296 -0.831  0.00
22 H 4.562 -1.398 -1.320  -0.01
23 H 2.104 0.025 1.552  0.01
24 H 0.557 0.405 0.764  0.00
25 H 1.953 1.434 0.476  0.01
26 H 2.125 -2.601 0.815  0.00
27 H 2.191 -3.229 -0.845  0.00
28 H 0.663 -2.629 -0.207  -0.01


no.,M (g mol⁻¹),DFT total energy (hartree)
1,250.34,-883.32924
2,992.64,-4607.98782
3,467.83,-1793.69848